No. 1
{"formula": "C5H6O2", "method": "ωB97M-V/def2-TZVPD", "species": ["H", "H", "C", "C", "H", "O", "H", "O", "H", "C", "C", "H", "C"], "coordinates": [[2.2346, -0.9724, 0.6809], [0.6207, 0.1740, 1.8513], [-2.1315, 1.3193, -0.8105], [1.0031, 0.4617, 0.8558], [1.0280, 1.5553, 0.8233], [0.7385, -2.2867, 0.1906], [-0.8436, -1.8894, -1.0184], [2.3104, -0.0036, 0.6633], [-0.6380, 0.8892, -1.5449], [-1.1291, 0.6534, -0.5031], [0.0097, -0.0881, -0.1416], [-3.1305, 1.7054, -0.7673], [-0.0353, -1.5089, -0.3611]], "spin_multiplicity": 1, "mol_weight_g_mol": 98.10, "orbital_gap_ev": [7.883, 7.429], "e_above_lowest_kj_mol": 555.5, "homo_ev": [-8.40, -8.31]}

---

No. 2
{"formula": "C39H100BN5O7PSi", "method": "ωB97M-V/def2-TZVPD", "species": ["H", "C", "C", "H", "H", "N", "H", "C", "H", "H", "H", "H", "N", "C", "H", "N", "H", "H", "C", "H", "H", "H", "H", "H", "H", "H", "H", "O", "C", "C", "O", "H", "H", "H", "C", "H", "H", "C", "C", "C", "H", "P", "H", "H", "H", "H", "H", "H", "C", "H", "H", "C", "C", "H", "H", "C", "H", "H", "H", "H", "H", "H", "H", "H", "H", "C", "C", "H", "C", "O", "H", "C", "C", "N", "C", "H", "H", "C", "C", "H", "H", "H", "C", "H", "H", "O", "H", "H", "H", "H", "H", "C", "H", "H", "H", "H", "H", "H", "H", "C", "H", "H", "H", "H", "C", "H", "C", "H", "O", "O", "H", "H", "H", "H", "H", "H", "H", "C", "C", "H", "H", "H", "H", "H", "H", "C", "H", "H", "N", "H", "Si", "C", "O", "H", "C", "H", "C", "H", "B", "H", "H", "H", "C", "C", "C", "H", "H", "H", "H", "H", "H", "C", "H", "C"], "coordinates": [[-10.6464, 0.5810, -2.4071], [-8.6451, -1.0909, 7.3214], [-8.0296, -0.8820, -3.8148], [6.5101, -1.0041, -0.3973], [9.3750, -5.9951, -4.4376], [-11.0146, 4.6612, 2.6312], [-7.0691, -4.6191, 8.9703], [7.4193, -0.7763, 0.1646], [-2.7577, 0.7434, 1.0309], [13.7452, -2.1845, -4.0997], [-9.0412, -2.6806, 6.1265], [-4.2481, 1.4276, -1.4644], [-7.6421, 0.4790, 1.1603], [7.7265, 1.4989, -1.1010], [11.6813, -8.6855, -3.6746], [10.8544, -9.0840, -4.1105], [-6.7466, -1.7183, 6.4642], [-7.0820, -0.8639, -4.3648], [-2.7388, 1.2687, 0.0694], [-7.4264, 2.9948, 1.6753], [-9.7175, 0.0611, 1.1654], [-10.2533, 2.2696, -2.7152], [10.2235, -3.2865, -0.6305], [11.1095, -0.7300, -4.5800], [1.7135, 4.2696, -0.6641], [-6.5902, -0.5137, 7.7529], [13.0097, 0.5460, -1.7257], [13.5717, -0.3982, -4.9845], [1.9054, 3.2115, -0.8657], [10.1355, -8.0074, -4.7946], [10.9439, -6.3413, -3.1367], [9.1111, -7.1446, -3.1233], [-9.8567, 3.2813, 3.6365], [9.5474, -2.7977, -2.1777], [-9.6859, 7.1777, 5.0734], [10.4856, -6.7304, -6.5210], [3.4706, 1.9143, -0.1749], [-8.7833, -1.8704, 8.6345], [5.6925, 2.8586, -1.7686], [8.3239, 0.1473, -0.6542], [-6.2008, 2.0627, -3.5601], [-7.7904, 0.6387, -0.6747], [-9.2195, 1.4753, 2.1213], [-10.4690, 1.1289, -4.0790], [5.7229, 0.7429, -1.4379], [-1.3934, 0.9582, -1.5675], [-8.8150, -1.4691, 2.8172], [12.5910, -6.0110, -4.3741], [-1.3117, 1.2212, -0.5091], [1.1018, 2.6353, 1.0356], [7.5963, -4.0598, -0.2535], [10.8925, -7.6350, -6.0652], [12.0893, 0.2207, -2.2147], [14.5780, 1.1623, -4.0530], [-10.5395, 4.1648, 5.9541], [-10.0790, 1.2495, -3.0645], [-8.4395, 4.9524, 4.8894], [-10.4488, 4.5270, 1.7968], [6.1940, 2.9201, -2.7400], [-10.7742, 7.1265, 5.1709], [-8.0645, -0.1463, 3.7397], [1.2469, 1.3093, -0.1230], [-8.1649, -1.4149, 9.4212], [-11.2043, 5.6586, 2.6724], [-8.3086, 4.9610, 3.1253], [-7.2464, 2.0746, -3.8761], [-7.2007, -0.8302, 6.9043], [7.1100, -0.2762, 1.0871], [-8.9777, 5.1828, 3.9584], [-7.9226, 3.4452, 0.9775], [-6.3944, -1.4091, -0.8163], [6.2045, 1.6310, -1.0161], [-8.8990, -0.4125, 3.0860], [11.1014, -1.3553, -3.7785], [-8.9341, 0.4583, 1.8348], [-7.5821, 5.2023, -0.6008], [-9.0013, 1.4244, -0.4269], [8.1329, -2.0945, 0.4873], [13.5875, -1.1486, -3.7866], [12.2861, -4.8235, -3.1004], [11.2567, -4.8459, -4.5476], [-7.9606, -1.7073, -3.1028], [12.2919, -1.0885, -2.9705], [-9.1175, -0.1185, 7.4986], [-9.8254, -1.8113, 8.9591], [-6.7785, 2.1512, -0.7060], [12.9412, 1.5594, -4.6275], [-7.6457, 3.0779, -3.7119], [-6.5765, -2.9354, 9.2516], [3.8608, 3.6178, 0.0222], [10.8212, -8.4445, -6.7907], [-7.1344, -3.6018, 8.5850], [12.3636, -1.8902, -2.2269], [-5.8602, -0.1686, -1.9689], [1.6590, 3.0383, -1.9196], [-10.3423, -1.7728, 6.4062], [9.1847, -1.8647, 0.6906], [11.1686, -2.2859, -4.1807], [-7.2279, -0.4364, 1.3248], [11.8072, -5.4714, -3.8360], [-9.2321, 6.7118, 5.9554], [8.1707, 2.3036, -0.5066], [8.6714, -0.4023, -1.5362], [-7.2772, 1.8772, -4.9545], [13.8430, 0.9818, -4.8442], [5.9071, 1.7113, 0.0328], [-11.1214, 4.2703, 5.0354], [-8.6365, -0.5855, -0.7063], [-7.0439, 4.4915, -0.9711], [-9.2261, 6.5789, 3.8845], [10.2948, -9.4332, -3.3391], [14.2543, 1.3292, -5.7913], [14.4479, -0.8557, -3.1691], [-1.0072, 3.1632, 0.3707], [-4.5892, -0.8407, 0.4926], [9.4121, -4.4751, -1.6829], [-8.8191, -1.0859, -4.5431], [-6.1604, -0.3463, -0.9295], [9.8347, -6.8189, -3.8747], [-3.0186, 2.3049, 0.2811], [5.9655, 3.7635, -1.2119], [11.7526, 1.0171, -2.8794], [8.0164, 1.6950, -2.1377], [3.8980, 1.9372, -2.4946], [-7.1686, -0.0477, 6.1475], [-4.9717, 0.0455, -0.0327], [7.3748, -2.7291, -1.4075], [7.7284, -2.5009, 1.4172], [-9.3492, -1.7154, 6.2035], [-9.8160, -0.2865, 3.6661], [-8.2504, 0.7842, -2.9203], [3.3918, 2.8954, -0.6542], [-8.5026, -3.2545, 8.5433], [9.1621, -8.4077, -5.0959], [-10.2200, 4.3002, 3.8040], [-3.3662, -0.1215, -1.4692], [0.9639, 2.3613, -0.0154], [-11.8098, 3.4281, 4.9681], [-7.2524, 3.3142, -0.2541], [11.9521, -7.4726, -5.8653], [-0.5839, 3.0859, -1.3261], [-6.6722, -3.5777, 7.5954], [8.0381, -3.1427, -0.6438], [-0.5210, 2.5373, -0.3814], [-3.8153, 0.6479, -0.8301], [-9.3947, 8.2284, 5.0444], [9.2162, 0.3304, -0.0462], [-5.2804, 0.7797, 0.7115], [3.8740, 3.6865, -2.6074], [-0.7499, 0.4254, -0.0124], [-11.7247, 5.1761, 5.1125], [9.3874, -3.4477, -1.3142], [11.3224, 0.0928, -1.4514], [4.1803, 2.8553, -1.9648]], "spin_multiplicity": 1, "mol_weight_g_mol": 821.13, "orbital_gap_ev": 4.877, "e_above_lowest_kj_mol": 0.0, "homo_ev": -3.40, "charge": -1}

---

No. 3
{"formula": "C21H26N4O4", "method": "ωB97M-V/def2-TZVPD", "species": ["H", "O", "N", "H", "C", "H", "C", "C", "H", "H", "H", "C", "H", "H", "H", "N", "H", "H", "C", "H", "H", "H", "C", "C", "H", "C", "H", "C", "C", "C", "H", "C", "C", "H", "N", "N", "C", "O", "C", "H", "C", "C", "H", "C", "H", "H", "H", "O", "H", "C", "C", "H", "C", "H", "O"], "coordinates": [[1.5995, 3.2569, -1.0850], [-2.0828, -0.2526, 1.5548], [3.9945, 2.7598, 0.1758], [1.6547, 2.7138, 1.4472], [4.5220, -3.7581, 0.1094], [5.9315, 3.4421, 0.4859], [3.5238, -3.5062, -0.9672], [-5.0887, -0.5361, -0.5746], [-1.3959, -1.9198, 0.5326], [1.4448, 1.0005, 1.8454], [-7.3276, 0.2829, -2.0964], [-5.6202, 0.4971, 1.5217], [5.4697, -3.2396, 0.0882], [-7.6781, -1.3243, -1.3989], [2.1873, 2.0530, -2.2311], [-0.4764, 1.1242, -0.4906], [2.9082, -4.3253, -1.3046], [-0.2035, -0.9397, 1.4198], [5.6290, 1.2380, 0.3451], [-3.9855, 0.7364, 2.8805], [-3.0599, -1.0917, -0.8685], [4.9031, -1.2827, -0.4907], [-7.8203, -0.2457, -1.2733], [5.2894, 2.5944, 0.3551], [-6.3568, 0.9407, 2.1722], [-0.7097, -0.2050, -0.5293], [0.0931, 1.0140, -2.4609], [4.4251, 0.5875, 0.1494], [1.2765, 1.7588, 1.0818], [-1.0943, -0.8949, 0.7833], [-5.3634, -0.9024, -1.5510], [3.2757, -1.5201, 0.7177], [-3.7623, -0.6492, -0.1812], [3.7571, -2.7979, -1.7483], [4.1847, -0.7823, 0.0111], [3.4737, 1.5432, 0.0391], [2.0631, 1.3700, -0.1775], [-7.3551, 0.1960, -0.0228], [0.1119, 1.7550, -1.6595], [-0.4869, 2.9084, 0.5195], [1.5544, 2.2024, -1.3563], [-3.3615, -0.1926, 1.0638], [-8.8856, -0.0201, -1.2885], [-4.3071, 0.3845, 1.9131], [1.9036, 0.3121, -0.4041], [6.5965, 0.7965, 0.4683], [4.5956, -4.7532, 0.5206], [2.4947, -1.0306, 1.5093], [-0.8444, 1.5073, 1.5340], [3.2702, -2.9787, 0.4226], [-6.0293, 0.0359, 0.2687], [2.5129, -3.4821, 1.0105], [-0.2162, 1.8689, 0.7235], [-0.5065, 2.6084, -1.9527], [-0.6286, -0.8577, -1.5571]], "smiles": "COc1ccc(OCC(=O)N2CCC(n3nccc3NC(=O)C3CC3)CC2)cc1", "spin_multiplicity": 1, "mol_weight_g_mol": 398.46, "orbital_gap_ev": 8.535, "e_above_lowest_kj_mol": 376.5, "homo_ev": -7.88}